(1)
Computed, not measured: C25H27N5O4P2PtSSe as an isolated structure, with wB97M-V/def2-TZVPD.

```
66
Properties=species:S:1:pos:R:3
Pt -1.0631 -0.5572 -0.1479
S -3.6749 -1.0891 6.8241
N -2.6648 -2.0582 6.0330
C -2.5003 -1.5352 4.8284
C -1.6420 -2.0611 3.7871
C -0.8177 -3.1801 3.9349
C -0.0133 -3.5569 2.8839
C -0.0400 -2.8177 1.7050
N -0.8250 -1.7589 1.5561
C -1.6228 -1.3789 2.5755
C -2.4155 -0.1838 2.3536
N -2.3053 0.4067 1.1368
C -2.8868 1.5888 0.9549
C -3.6587 2.2073 1.9281
C -3.8342 1.5851 3.1427
C -3.1903 0.3685 3.3693
C -3.2457 -0.3503 4.6265
N -3.9619 0.0052 5.6814
H -0.8201 -3.7233 4.8707
H 0.6438 -4.4110 2.9585
H 0.5885 -3.0796 0.8670
H -2.7262 2.0634 0.0010
H -4.1092 3.1660 1.7164
H -4.4358 2.0251 3.9271
C 3.3132 3.1747 -0.6539
P 1.5362 3.1927 -0.5558
C 1.0005 4.8855 -0.3872
C 0.8715 2.4643 -2.0655
C -0.6697 2.4133 -2.1175
P -1.4117 0.7452 -1.9775
C -0.8693 -0.0689 -3.5022
C -3.1752 1.0366 -2.2744
H 3.6204 3.8244 -1.4754
H 3.6796 2.1610 -0.8144
H 3.7228 3.5515 0.2837
H 1.3829 5.4895 -1.2107
H 1.4025 5.2643 0.5537
H -0.0858 4.9596 -0.3560
H 1.3254 1.4691 -2.1211
H 1.2603 3.0338 -2.9123
H -1.0163 2.8008 -3.0779
H -1.1284 3.0517 -1.3581
H -1.2143 0.5031 -4.3642
H -1.2928 -1.0715 -3.5472
H 0.2162 -0.1486 -3.5396
H -3.3060 1.5839 -3.2090
H -3.6414 1.6002 -1.4690
H -3.6809 0.0745 -2.3549
N 0.2278 -1.6536 -1.1990
C 1.1297 -2.2000 -1.6472
C 2.2593 -2.8570 -2.2124
C 2.0733 -3.8230 -3.2056
C 3.1839 -4.4528 -3.7339
C 4.4538 -4.1224 -3.2731
C 4.6285 -3.1623 -2.2836
C 3.5315 -2.5181 -1.7421
H 1.0779 -4.0724 -3.5481
H 3.0628 -5.2033 -4.5024
H 5.3178 -4.6227 -3.6894
H 5.6215 -2.9197 -1.9317
H 3.6384 -1.7700 -0.9669
O 0.9615 2.3881 0.6415
Se 1.9669 0.9776 1.5056
O 2.2784 0.0960 0.1954
O 0.8170 0.4149 2.4593
O 3.1517 1.8348 2.1263
```

Energy above the lowest of the compared OMol25 structures with the same formula, charge and spin   161.29 kJ/mol
Net charge   +2
E_HOMO   -14.2 eV
HOMO-LUMO gap   8.133 eV

***

(2)
Computed, not measured: one molecule with the formula C5H7NO, with wB97M-V/def2-TZVPD.

```
14
Properties=species:S:1:pos:R:3
N 0.1084 -0.9134 -2.2044
C -0.3495 -0.8323 -0.9126
O -1.4689 -1.1595 -0.5741
C 0.5082 1.3058 -0.0217
C -0.4434 1.2798 1.1486
C 0.2269 -0.1009 1.4572
C 0.6790 -0.2041 -0.0065
H -0.6078 -1.1302 -2.8807
H 0.7322 -0.1658 -2.4763
H -1.5298 1.1931 1.0739
H -0.1763 2.1441 1.7516
H -0.4517 -0.9069 1.7678
H 1.0647 -0.0251 2.1487
H 1.7079 -0.4847 -0.2715
```

Energy above the lowest of the compared OMol25 structures with the same formula, charge and spin   394.70 kJ/mol
Net charge   0
E_HOMO   -8.4 eV
HOMO-LUMO gap   8.081 eV

***

(3)
Computed, not measured: C2H4N4O2 as an isolated structure at a distorted geometry, with wB97M-V/def2-TZVPD.

```
12
Properties=species:S:1:pos:R:3
C 1.6130 0.0267 0.0054
C -0.7008 0.7631 0.0135
H -2.0261 -2.0524 0.2035
H 1.4925 -1.6706 0.4857
H 1.0568 1.9525 -0.6087
H -2.0221 2.1916 -0.2025
N -0.4875 -0.7939 0.5802
N 0.7318 -1.1333 -0.0786
N 0.6846 1.1419 0.4251
N -1.8346 1.0766 -0.2375
O -1.2911 -1.4660 -0.3157
O 2.7836 -0.0363 -0.2703
```

Energy above the lowest of the compared OMol25 structures with the same formula, charge and spin   538.88 kJ/mol
Net charge   0
E_HOMO   -9.6 eV
HOMO-LUMO gap   9.747 eV

***

(4)
Computed, not measured: C53H65N2O as an isolated structure at a distorted geometry, with wB97M-V/def2-TZVPD.

```
121
Properties=species:S:1:pos:R:3
C 4.4314 -2.8454 -5.4653
O 3.4965 -1.7702 -5.6977
C 2.4800 -1.5950 -4.8101
C 1.4781 -0.6687 -5.1802
C 0.5331 -0.3049 -4.2595
C 0.4951 -0.8748 -2.9754
C -0.6222 -0.4424 -2.0652
C -1.9338 -1.0287 -2.5342
C -3.1375 -0.3262 -2.3603
C -4.2802 -0.7470 -3.0325
C -4.2383 -1.8349 -3.9071
C -5.4064 -2.1698 -4.7791
C -3.0735 -2.6042 -3.9818
C -1.9489 -2.2359 -3.2597
C 1.4548 -1.8328 -2.6296
C 2.4264 -2.2190 -3.5430
H 5.0691 -2.8261 -6.3498
H 5.0204 -2.6515 -4.5570
H 3.9150 -3.8142 -5.3845
H 1.5434 -0.2132 -6.1680
H -0.1782 0.4817 -4.5139
H -0.7036 0.6385 -2.1850
H -3.1724 0.5417 -1.6960
H -5.2161 -0.2024 -2.9059
H -5.4245 -3.2407 -4.9991
H -6.3454 -1.8820 -4.3013
H -5.3538 -1.6428 -5.7402
H -3.0483 -3.4890 -4.6224
H -1.0507 -2.8599 -3.2986
H 1.4223 -2.3113 -1.6487
H 3.1547 -2.9876 -3.2706
C 0.1914 4.4766 1.0111
C -0.5989 4.0896 -0.2356
C -2.0145 3.6412 0.1119
C -0.7000 5.3485 -1.1134
C 0.0783 2.9757 -1.0514
C -0.3329 2.8735 -2.4227
C 0.5838 2.2529 -3.1922
C 1.8792 1.9745 -2.9122
C 2.2323 1.9133 -1.5352
C 3.7234 1.7052 -1.1632
C 3.9409 0.4190 -0.3744
C 4.2384 2.9483 -0.4288
C 4.6079 1.5626 -2.4110
C 1.1611 2.1544 -0.6206
N 1.0950 1.4623 0.6644
C 0.2113 0.4732 0.9783
C -0.8067 0.0392 0.0179
C -2.0133 -0.6519 0.6460
C -2.8949 0.1454 1.3743
C -4.0748 -0.3848 1.8975
C -4.4040 -1.7154 1.6309
C -3.5384 -2.5106 0.8763
C -2.3277 -1.9936 0.4076
N 0.4714 0.0494 2.2581
C -0.2312 -0.9356 3.0826
C -0.0153 -2.3117 2.8572
C 1.2837 -2.8791 2.2300
C 1.3222 -4.4087 2.2910
C 2.5215 -2.3788 2.9745
C 1.3675 -2.4975 0.7652
C -1.0074 -3.2143 3.2618
C -2.0297 -2.8038 4.1007
C -2.0557 -1.4945 4.5590
C -1.1307 -0.5413 4.1123
C -1.0935 0.8299 4.8606
C -2.2925 1.0025 5.7990
C -1.1411 2.0191 3.9131
C 0.1537 0.8869 5.7447
C 1.6074 0.7616 2.7031
C 1.9274 1.6621 1.7720
H 1.2319 4.7111 0.7474
H -0.2572 5.3782 1.4516
H 0.1810 3.6924 1.7743
H -2.5614 3.3360 -0.7914
H -1.9852 2.7895 0.7991
H -2.5722 4.4551 0.5969
H -1.3702 5.2086 -1.9679
H -1.0905 6.1819 -0.5175
H 0.2896 5.6338 -1.4894
H -1.2799 3.2798 -2.7848
H -0.3460 -0.6506 -0.8878
H 2.6015 1.7337 -3.6882
H 3.4852 -0.4307 -0.9009
H 5.0204 0.2271 -0.2854
H 3.5361 0.4703 0.6374
H 4.2426 3.7999 -1.1225
H 3.6163 3.2307 0.4232
H 5.2645 2.7787 -0.0771
H 4.5765 2.4635 -3.0339
H 5.6495 1.4152 -2.0962
H 4.3267 0.6903 -3.0142
H -1.1466 1.0180 -0.3541
H -2.6461 1.1946 1.5347
H -4.7271 0.2550 2.4964
H -5.3442 -2.1305 2.0010
H -3.7890 -3.5503 0.6568
H -1.6428 -2.6339 -0.1589
H 0.5322 -4.8598 1.6802
H 2.2836 -4.7593 1.8946
H 1.2359 -4.7668 3.3230
H 2.6516 -1.2991 2.8795
H 2.4456 -2.6298 4.0401
H 3.4131 -2.8645 2.5567
H 1.3904 -1.4116 0.6404
H 2.2858 -2.9073 0.3197
H 0.4952 -2.8897 0.2255
H -0.9847 -4.2555 2.9326
H -2.7927 -3.5161 4.4198
H -2.8310 -1.2305 5.2809
H -2.2884 0.2578 6.6032
H -2.2416 1.9912 6.2751
H -3.2417 0.9475 5.2526
H -0.2370 2.1021 3.3094
H -2.0117 1.9484 3.2508
H -1.2330 2.9476 4.4971
H 1.0705 0.8473 5.1555
H 0.1614 1.8158 6.3308
H 0.1557 0.0365 6.4385
H 2.0975 0.5527 3.6381
H 2.6990 2.4094 1.7886
```

Net charge   +1
E_HOMO   -7.9 eV
HOMO-LUMO gap   3.321 eV